No. 1
98
Properties=species:S:1:pos:R:3 method="wB97M-V/def2-TZVPD" max_force_ev_per_a=4.1 total_charge=-1 total_energy_ha=-1880.27257 spin_multiplicity=1 homo_lumo_gap_ev=8.02 homo_ev=-5.298
N -0.030 -0.333 0.354
O 0.888 -1.170 0.500
O -1.016 -0.642 -0.286
O 0.181 0.835 0.637
C -5.650 -0.834 -2.507
C -4.188 -0.460 -2.350
C -3.608 0.090 -3.758
O -3.559 -0.953 -4.735
C -2.551 -0.735 -5.694
N -4.000 0.621 -1.344
H -6.134 -1.216 -1.608
H -5.835 -1.547 -3.310
H -6.268 0.058 -2.615
H -3.621 -1.343 -2.057
H -2.619 0.511 -3.579
H -4.272 0.866 -4.139
H -1.521 -0.717 -5.337
H -2.752 0.249 -6.116
H -2.627 -1.442 -6.520
H -4.378 0.342 -0.450
H -3.062 0.554 -0.976
C 4.844 0.008 1.844
C 4.385 -1.404 1.850
C 3.260 -1.527 2.896
O 2.894 -2.948 3.035
C 3.578 -3.530 4.121
N 3.929 -1.752 0.497
H 5.449 0.277 0.979
H 5.569 0.194 2.636
H 4.040 0.727 2.003
H 5.238 -2.056 2.040
H 2.396 -0.940 2.585
H 3.664 -1.133 3.829
H 3.051 -3.129 4.987
H 4.644 -3.305 4.151
H 3.445 -4.611 4.062
H 3.603 -0.836 0.223
H 4.826 -1.854 0.044
C -1.694 -3.744 -3.468
C -0.398 -3.594 -2.701
C 0.392 -2.358 -3.192
O 1.500 -2.107 -2.356
C 2.299 -1.058 -2.975
N -0.775 -3.519 -1.320
H -2.374 -4.559 -3.219
H -1.510 -3.777 -4.542
H -2.318 -2.854 -3.393
H 0.267 -4.428 -2.928
H -0.315 -1.530 -3.141
H 0.695 -2.525 -4.225
H 3.109 -0.726 -2.326
H 1.775 -0.118 -3.149
H 2.767 -1.289 -3.932
H -1.542 -4.175 -1.282
H -1.217 -2.626 -1.153
C 1.987 6.185 1.305
C 2.971 5.937 2.458
C 3.048 4.499 2.821
O 1.723 4.008 3.161
C 1.694 2.567 3.256
N 4.211 6.455 1.948
H 2.500 5.877 0.394
H 1.603 7.193 1.148
H 1.122 5.528 1.397
H 2.668 6.638 3.237
H 3.603 4.210 3.713
H 3.481 3.974 1.970
H 2.042 2.123 2.324
H 0.685 2.236 3.503
H 2.332 2.196 4.059
H 4.391 5.922 1.109
H 4.081 7.386 1.579
C -4.906 -3.386 2.367
C -4.654 -2.100 1.570
C -4.628 -0.835 2.463
O -4.214 0.328 1.729
C -2.986 0.804 2.113
N -3.293 -2.275 1.080
H -5.944 -3.604 2.617
H -4.395 -3.302 3.326
H -4.410 -4.263 1.950
H -5.346 -1.979 0.736
H -4.006 -1.065 3.328
H -5.623 -0.622 2.853
H -3.123 1.339 3.053
H -2.599 1.546 1.414
H -2.204 0.067 2.294
H -3.480 -2.930 0.334
H -2.909 -1.458 0.628
C 1.784 2.772 -1.456
C 3.136 2.213 -1.015
O 2.970 0.939 -0.496
H 1.116 2.214 -2.112
H 1.961 3.668 -2.051
H 1.242 3.144 -0.586
H 3.573 2.814 -0.218
H 3.801 2.135 -1.876
H 2.140 0.975 -0.015

No. 2
104
Properties=species:S:1:pos:R:3 method="wB97M-V/def2-TZVPD" max_force_ev_per_a=4.7 total_energy_ha=-4914.32662 spin_multiplicity=6 s_squared=8.7664 homo_lumo_gap_ev="7.56 / 6.67" homo_ev="-7.709 / -7.799"
Cr 2.065 35.238 18.168
Cu 1.076 35.523 14.831
C 4.158 32.589 15.542
C 4.056 34.107 15.585
O 2.846 34.626 16.013
H 5.109 32.356 15.062
H 3.344 31.982 15.146
H 4.325 32.215 16.553
H 4.316 34.554 14.626
H 4.895 34.418 16.208
C -1.888 33.053 12.916
C -0.441 33.334 12.634
O 0.312 33.748 13.703
H -2.324 34.009 12.624
H -1.977 32.936 13.995
H -2.348 32.175 12.462
H -0.314 33.913 11.719
H 0.081 32.441 12.291
C 4.729 38.676 17.488
C 4.143 37.588 18.461
O 2.734 37.339 18.207
H 5.752 38.965 17.725
H 3.983 39.454 17.328
H 4.961 38.266 16.505
H 4.426 37.936 19.454
H 4.791 36.722 18.323
C -2.029 34.452 16.520
C -1.174 35.233 17.514
O 0.069 35.715 17.029
H -2.681 35.151 15.998
H -2.796 33.815 16.962
H -1.515 33.658 15.979
H -1.064 34.628 18.414
H -1.819 36.078 17.755
C 2.979 37.478 13.141
C 3.109 37.923 14.545
O 1.968 37.642 15.359
O 2.221 36.262 12.934
H 3.978 37.450 12.707
H 2.457 38.334 12.714
H 3.305 38.995 14.539
H 3.916 37.336 14.983
H 2.067 37.973 16.254
H 2.592 35.893 12.130
C 3.519 33.062 19.866
C 2.005 32.943 19.950
O 1.376 33.324 18.718
O 3.733 34.270 19.167
H 4.052 32.232 19.403
H 3.871 32.996 20.896
H 1.603 33.472 20.814
H 1.756 31.881 19.934
H 0.978 32.498 18.432
H 4.689 34.357 19.193
C 1.669 29.320 15.216
C 0.381 29.788 14.403
O -0.775 30.033 15.289
O 2.660 29.080 14.238
H 1.479 28.392 15.754
H 1.893 30.067 15.977
H 0.223 29.144 13.538
H 0.372 30.827 14.075
H -1.466 30.432 14.756
H 2.703 29.821 13.629
C -0.660 38.150 13.661
C -2.053 38.423 12.956
O -1.977 37.923 11.599
O -0.521 36.747 13.823
H -0.516 38.833 14.498
H 0.068 38.564 12.963
H -2.449 39.431 13.076
H -2.852 37.859 13.437
H -2.713 37.369 11.332
H -0.843 36.364 13.004
C 7.714 35.779 14.702
C 6.817 36.234 13.580
O 7.503 37.417 13.226
O 9.116 35.590 14.369
H 7.260 34.822 14.962
H 7.663 36.518 15.502
H 5.820 36.438 13.970
H 6.708 35.539 12.748
H 7.173 37.609 12.346
H 9.627 36.269 13.922
C 3.980 32.163 10.760
C 4.749 33.483 11.234
O 3.664 34.265 11.666
O 3.311 31.564 11.763
H 4.710 31.426 10.426
H 3.356 32.315 9.879
H 5.302 33.921 10.403
H 5.499 33.376 12.017
H 3.132 33.828 12.335
H 2.439 31.954 11.667
C -0.810 40.818 18.686
C 0.210 39.667 18.220
O 1.546 40.109 18.092
O -0.579 41.286 20.014
H -1.793 40.371 18.541
H -0.706 41.606 17.940
H -0.121 39.255 17.267
H 0.263 38.875 18.968
H 2.076 39.311 18.024
H -1.294 40.903 20.527

No. 3
115
Properties=species:S:1:pos:R:3 method="wB97M-V/def2-TZVPD" max_force_ev_per_a=4.1 smiles="COP(=O)(OC)OC.COP(=O)(OC)OC.COP(=O)(OC)OC.COP(=O)(OC)OC.COP(=O)(OC)OC.COP(=O)(OC)OC.C1CCOC1" total_energy_ha=-4804.95885 spin_multiplicity=1 homo_lumo_gap_ev=9.91 homo_ev=-9.645
C -4.293 30.299 23.808
O -4.955 30.452 25.043
P -5.479 29.192 26.035
O -4.517 28.573 26.947
O -6.797 29.777 26.713
C -7.864 30.283 25.923
O -6.115 28.213 24.914
C -6.276 26.867 25.297
H -3.241 30.569 23.896
H -4.818 30.973 23.131
H -4.375 29.344 23.290
H -7.597 31.055 25.202
H -8.590 30.796 26.554
H -8.502 29.500 25.513
H -5.750 26.402 24.463
H -7.348 26.693 25.208
H -5.949 26.652 26.314
C -8.922 21.777 22.779
O -7.985 22.846 22.920
P -8.578 24.257 23.578
O -10.020 24.574 23.430
O -7.643 25.330 22.844
C -7.618 25.333 21.417
O -7.932 24.143 25.060
C -8.206 23.010 25.887
H -8.778 20.961 23.486
H -8.832 21.343 21.783
H -9.957 22.114 22.729
H -6.619 25.184 21.007
H -8.103 26.237 21.048
H -8.268 24.645 20.877
H -9.289 22.908 25.829
H -8.205 23.218 26.957
H -7.687 22.117 25.536
C -10.469 26.241 26.663
O -9.277 26.860 27.072
P -8.618 26.419 28.505
O -8.348 24.970 28.660
O -9.674 27.125 29.590
C -9.928 28.514 29.585
O -7.334 27.340 28.735
C -6.367 27.157 29.761
H -10.273 25.768 25.701
H -11.303 26.932 26.542
H -10.654 25.457 27.398
H -9.602 28.885 28.613
H -9.431 29.000 30.425
H -11.009 28.653 29.614
H -6.215 28.055 30.360
H -5.517 26.918 29.122
H -6.755 26.389 30.429
C -13.783 30.418 20.707
O -13.817 28.995 20.405
P -14.045 28.074 21.718
O -14.929 28.625 22.786
O -14.606 26.672 21.118
C -15.461 25.809 21.909
O -12.551 27.680 22.114
C -12.189 27.273 23.354
H -14.722 30.913 20.458
H -12.992 30.910 20.142
H -13.610 30.643 21.760
H -16.402 26.341 22.055
H -15.119 25.397 22.858
H -15.693 24.994 21.223
H -11.284 26.684 23.205
H -13.019 26.798 23.876
H -12.094 28.150 23.993
C -10.338 22.803 16.638
O -10.520 24.067 17.094
P -11.764 24.231 18.137
O -12.985 23.367 17.908
O -12.016 25.796 17.941
C -13.170 26.497 18.125
O -11.059 24.131 19.505
C -11.886 24.353 20.616
H -9.396 22.542 16.155
H -11.045 22.598 15.834
H -10.502 22.147 17.492
H -13.833 26.045 18.863
H -13.794 26.679 17.250
H -12.945 27.433 18.635
H -11.427 23.841 21.462
H -12.908 23.976 20.573
H -11.959 25.405 20.892
C -6.143 19.717 28.301
O -5.482 20.743 29.019
P -5.504 20.822 30.648
O -6.312 19.675 31.208
O -3.953 20.884 31.082
C -3.090 19.908 30.620
O -6.073 22.297 30.958
C -7.143 22.935 30.308
H -7.085 19.627 28.841
H -5.551 18.829 28.522
H -6.064 19.829 27.219
H -2.621 20.291 29.714
H -3.569 18.941 30.462
H -2.317 19.855 31.387
H -7.785 23.503 30.982
H -7.763 22.268 29.709
H -6.700 23.581 29.550
C -13.585 20.694 23.055
C -14.523 20.873 21.891
C -13.530 20.557 20.715
O -12.634 19.591 21.193
C -12.621 19.556 22.645
H -14.064 20.492 24.013
H -12.946 21.573 23.144
H -15.046 21.827 21.940
H -15.289 20.098 21.862
H -12.888 21.387 20.421
H -14.061 20.246 19.814
H -11.626 19.790 23.022
H -12.940 18.647 23.155

No. 4
104
Properties=species:S:1:pos:R:3 method="wB97M-V/def2-TZVPD" max_force_ev_per_a=3.8 smiles=COCCNCCOC.COCCNCCOC.COCCNCCOC.OCCO.OCCO.O.O.O.O total_energy_ha=-2094.64159 spin_multiplicity=1 homo_lumo_gap_ev=8.65 homo_ev=-8.022
C -6.347 2.025 2.303
O -5.843 1.538 1.046
C -5.915 0.151 0.732
C -5.192 -0.721 1.751
N -3.799 -0.555 1.646
C -2.970 -1.422 2.471
C -1.547 -0.909 2.571
O -1.589 0.196 3.387
C -0.355 0.696 3.836
H -5.786 1.525 3.134
H -7.424 1.880 2.382
H -6.117 3.127 2.279
H -5.490 0.167 -0.241
H -6.956 -0.242 0.517
H -5.525 -1.700 1.405
H -5.615 -0.665 2.707
H -3.597 0.415 1.777
H -2.824 -2.439 2.080
H -3.389 -1.545 3.474
H -1.235 -0.652 1.545
H -0.909 -1.658 3.090
H -0.593 1.375 4.646
H 0.194 1.233 3.069
H 0.174 -0.155 4.147
C 4.464 2.165 3.755
O 4.060 3.075 2.736
C 3.531 4.319 3.300
C 2.093 4.270 3.773
N 1.184 3.850 2.749
C -0.157 4.309 3.051
C -1.106 3.580 2.086
O -0.717 3.860 0.709
C -1.868 3.476 -0.126
H 3.663 2.047 4.536
H 5.381 2.647 4.188
H 4.757 1.248 3.323
H 3.556 4.991 2.476
H 4.231 4.696 4.108
H 1.865 5.294 4.149
H 1.876 3.724 4.684
H 1.391 4.225 1.830
H -0.188 5.422 3.192
H -0.382 3.952 4.081
H -2.128 3.942 2.302
H -1.103 2.529 2.336
H -2.124 2.442 0.109
H -1.598 3.641 -1.143
H -2.752 4.102 0.143
C 3.602 -5.279 -6.079
O 3.626 -5.653 -4.734
C 2.358 -5.634 -4.107
C 2.592 -6.083 -2.696
N 3.458 -5.308 -1.795
C 2.950 -4.299 -0.792
C 2.219 -3.108 -1.461
O 3.022 -2.477 -2.455
C 2.706 -1.151 -2.815
H 2.801 -5.861 -6.599
H 4.577 -5.400 -6.517
H 3.320 -4.234 -6.153
H 1.640 -6.257 -4.595
H 1.941 -4.598 -4.211
H 2.968 -7.033 -2.698
H 1.576 -6.239 -2.218
H 4.192 -4.836 -2.327
H 3.855 -4.006 -0.231
H 2.177 -4.671 -0.138
H 1.876 -2.294 -0.779
H 1.270 -3.522 -1.874
H 3.317 -0.856 -3.622
H 2.870 -0.453 -2.022
H 1.649 -1.067 -3.239
O -3.390 -2.715 -1.846
C -4.318 -1.660 -1.929
C -3.676 -0.305 -2.061
O -2.817 0.006 -1.035
H -2.962 -2.858 -2.642
H -5.009 -1.744 -2.761
H -4.901 -1.707 -0.965
H -4.573 0.356 -2.193
H -3.154 -0.312 -2.993
H -3.100 -0.504 -0.224
O 2.562 4.798 -0.398
C 3.173 4.130 -1.497
C 4.320 3.226 -0.945
O 3.706 2.192 -0.146
H 1.667 5.043 -0.597
H 2.549 3.486 -2.096
H 3.654 4.905 -2.147
H 5.124 3.749 -0.442
H 4.839 2.692 -1.808
H 3.742 2.530 0.745
O -1.262 -2.445 -3.744
H -0.657 -2.356 -3.023
H -0.693 -2.446 -4.556
O -0.889 -3.302 0.260
H -1.466 -3.764 -0.342
H -0.468 -2.546 -0.177
O 0.939 1.293 -0.568
H 1.886 1.582 -0.602
H 0.635 1.759 0.206
O -0.271 -1.099 -1.216
H -1.232 -0.870 -1.164
H 0.201 -0.270 -1.035